[1]
Molecular formula: C38H83NO10P
Method: DFT, ωB97M-V with the def2-TZVPD basis set

Element x y z (Å)
C: -1.616 -1.470 3.545
C: -2.843 -1.300 2.964
C: -3.246 -1.742 1.527
O: -4.495 -1.113 1.093
C: -4.229 0.126 0.527
O: -4.135 0.321 -0.642
C: -4.093 1.320 1.548
C: -5.236 1.908 2.244
C: -4.965 2.981 3.196
N: -3.681 3.408 3.402
C: -2.559 2.887 2.747
P: -0.793 3.546 3.025
C: -0.708 5.346 2.486
O: -0.481 3.417 4.694
C: -2.709 1.803 1.796
H: -1.600 -1.723 4.638
H: -0.693 -1.302 2.941
H: -3.627 -0.754 3.562
H: -3.470 -2.845 1.586
H: -2.415 -1.630 0.780
H: -6.269 1.548 2.054
H: -5.844 3.403 3.741
H: -3.514 4.164 4.080
H: -1.430 6.016 3.024
H: -0.890 5.374 1.376
H: 0.348 5.672 2.699
H: -1.063 2.741 5.095
H: -1.836 1.360 1.271
C: -4.473 -6.175 3.627
C: -3.056 -5.628 3.629
O: -2.842 -4.607 4.592
C: -3.036 -4.972 5.950
C: -2.103 -6.073 6.423
H: -5.199 -5.365 3.525
H: -4.608 -6.878 2.803
H: -4.700 -6.702 4.556
H: -2.853 -5.176 2.654
H: -2.323 -6.431 3.756
H: -4.083 -5.238 6.128
H: -2.841 -4.071 6.538
H: -2.306 -7.018 5.914
H: -2.222 -6.240 7.495
H: -1.063 -5.811 6.220
C: 0.176 -2.785 -3.146
C: -0.700 -2.415 -1.963
O: -0.203 -1.317 -1.209
C: -0.075 -0.085 -1.904
C: -1.393 0.444 -2.438
H: 1.206 -2.950 -2.826
H: -0.195 -3.693 -3.625
H: 0.188 -1.993 -3.898
H: -0.741 -3.264 -1.277
H: -1.732 -2.223 -2.280
H: 0.669 -0.171 -2.702
H: 0.326 0.631 -1.182
H: -1.800 -0.203 -3.215
H: -1.260 1.439 -2.869
H: -2.136 0.501 -1.642
C: 2.795 -0.781 -5.174
C: 3.841 -1.323 -4.215
O: 4.472 -2.506 -4.674
C: 5.191 -2.403 -5.893
C: 6.342 -1.413 -5.837
H: 2.067 -1.554 -5.427
H: 2.270 0.066 -4.725
H: 3.245 -0.437 -6.107
H: 3.352 -1.584 -3.273
H: 4.589 -0.560 -3.975
H: 4.511 -2.171 -6.719
H: 5.596 -3.397 -6.094
H: 5.985 -0.389 -5.708
H: 6.923 -1.450 -6.761
H: 7.002 -1.637 -4.996
C: 2.667 3.145 1.878
C: 2.450 3.955 0.612
O: 2.811 5.320 0.743
C: 4.172 5.584 1.054
C: 5.143 5.085 -0.001
H: 2.165 3.617 2.726
H: 2.276 2.133 1.754
H: 3.726 3.064 2.128
H: 1.384 3.943 0.366
H: 2.970 3.503 -0.239
H: 4.423 5.185 2.042
H: 4.262 6.670 1.127
H: 5.144 3.994 -0.063
H: 6.160 5.405 0.235
H: 4.873 5.468 -0.987
C: 7.328 -5.231 -3.767
C: 8.706 -4.892 -3.225
O: 9.739 -5.715 -3.740
C: 9.936 -5.670 -5.143
C: 10.321 -4.294 -5.658
H: 7.108 -6.291 -3.624
H: 6.563 -4.638 -3.262
H: 7.258 -5.024 -4.837
H: 8.704 -5.044 -2.143
H: 8.945 -3.835 -3.388
H: 9.054 -6.054 -5.665
H: 10.751 -6.365 -5.358
H: 9.508 -3.575 -5.531
H: 10.562 -4.338 -6.722
H: 11.186 -3.907 -5.116
C: -4.350 8.354 7.263
C: -3.999 6.956 7.742
O: -3.442 6.129 6.728
C: -2.225 6.576 6.150
C: -1.085 6.689 7.145
H: -4.993 8.309 6.382
H: -4.866 8.907 8.050
H: -3.458 8.920 6.989
H: -4.914 6.459 8.074
H: -3.335 6.992 8.611
H: -2.379 7.520 5.617
H: -1.956 5.832 5.395
H: -1.272 7.472 7.883
H: -0.152 6.932 6.632
H: -0.954 5.752 7.690
C: -6.698 -1.518 -6.765
C: -5.286 -0.959 -6.726
O: -5.104 0.059 -5.754
C: -5.329 -0.313 -4.405
C: -4.400 -1.408 -3.915
H: -7.427 -0.715 -6.882
H: -6.807 -2.219 -7.595
H: -6.943 -2.052 -5.844
H: -5.064 -0.502 -7.693
H: -4.549 -1.757 -6.584
H: -6.378 -0.589 -4.255
H: -5.156 0.587 -3.809
H: -4.582 -2.353 -4.433
H: -4.543 -1.581 -2.845
H: -3.358 -1.137 -4.090

Output
LUMO energy = -4.7 eV
Strongest force on any atom = 3.26 eV/A
Charge = +1
Calculated total energy = -2645.710437 Eh

Results of the Löwdin charge analysis, in e, for atoms 1 through 99: atom 1 (C): 0.010, atom 2 (C): -0.166, atom 3 (C): -0.128, atom 4 (O): -0.021, atom 5 (C): -0.419, atom 6 (O): 0.175, atom 7 (C): -0.015, atom 8 (C): 0.066, atom 9 (C): 0.011, atom 10 (N): 0.085, atom 11 (C): -0.291, atom 12 (P): 0.934, atom 13 (C): -0.247, atom 14 (O): -0.319, atom 15 (C): 0.034, atom 16 (H): 0.075, atom 17 (H): 0.075, atom 18 (H): 0.112, atom 19 (H): 0.139, atom 20 (H): 0.135, atom 21 (H): 0.139, atom 22 (H): 0.153, atom 23 (H): 0.165, atom 24 (H): 0.032, atom 25 (H): 0.062, atom 26 (H): 0.057, atom 27 (H): 0.058, atom 28 (H): 0.129, atom 29 (C): -0.076, atom 30 (C): -0.280, atom 31 (O): -0.185, atom 32 (C): -0.280, atom 33 (C): -0.077, atom 34 (H): 0.080, atom 35 (H): 0.080, atom 36 (H): 0.069, atom 37 (H): 0.107, atom 38 (H): 0.110, atom 39 (H): 0.108, atom 40 (H): 0.114, atom 41 (H): 0.069, atom 42 (H): 0.080, atom 43 (H): 0.083, atom 44 (C): -0.067, atom 45 (C): -0.274, atom 46 (O): -0.172, atom 47 (C): -0.267, atom 48 (C): -0.060, atom 49 (H): 0.082, atom 50 (H): 0.085, atom 51 (H): 0.060, atom 52 (H): 0.119, atom 53 (H): 0.099, atom 54 (H): 0.097, atom 55 (H): 0.111, atom 56 (H): 0.049, atom 57 (H): 0.089, atom 58 (H): 0.047, atom 59 (C): -0.081, atom 60 (C): -0.281, atom 61 (O): -0.164, atom 62 (C): -0.277, atom 63 (C): -0.076, atom 64 (H): 0.074, atom 65 (H): 0.070, atom 66 (H): 0.069, atom 67 (H): 0.108, atom 68 (H): 0.109, atom 69 (H): 0.109, atom 70 (H): 0.110, atom 71 (H): 0.066, atom 72 (H): 0.080, atom 73 (H): 0.077, atom 74 (C): -0.094, atom 75 (C): -0.288, atom 76 (O): -0.172, atom 77 (C): -0.276, atom 78 (C): -0.077, atom 79 (H): 0.049, atom 80 (H): 0.074, atom 81 (H): 0.072, atom 82 (H): 0.100, atom 83 (H): 0.109, atom 84 (H): 0.108, atom 85 (H): 0.120, atom 86 (H): 0.067, atom 87 (H): 0.081, atom 88 (H): 0.084, atom 89 (C): -0.077, atom 90 (C): -0.280, atom 91 (O): -0.159, atom 92 (C): -0.280, atom 93 (C): -0.079, atom 94 (H): 0.084, atom 95 (H): 0.076, atom 96 (H): 0.057, atom 97 (H): 0.118, atom 98 (H): 0.104, atom 99 (H): 0.107



[2]
Molecular formula: C3H7O3
Method: DFT, ωB97M-V with the def2-TZVPD basis set

Element x y z (Å)
C: 1.206 1.790 0.309
C: 0.095 1.712 -0.699
O: 0.076 0.937 -1.630
O: -0.879 2.563 -0.608
H: 1.562 0.792 0.526
H: 0.828 2.271 1.196
H: 1.905 2.499 -0.117
C: -1.025 -1.801 0.126
O: -0.212 -2.772 0.744
H: 0.118 -3.488 0.199
H: -2.100 -1.971 0.235
H: -0.768 -1.665 -0.928
H: -0.806 -0.868 0.647

Output
LUMO energy (alpha / beta) = 0.8 / -3.0 eV
Multiplicity = 2
Strongest force on any atom = 1.26 eV/A
Charge = 0
Calculated total energy = -344.137066 Eh

The molecule's natural (NBO) atomic charges, reported in e, are given here: atom 1 (C): -0.735, atom 2 (C): 0.726, atom 3 (O): -0.518, atom 4 (O): -0.217, atom 5 (H): 0.256, atom 6 (H): 0.234, atom 7 (H): 0.251, atom 8 (C): -0.238, atom 9 (O): -0.741, atom 10 (H): 0.475, atom 11 (H): 0.163, atom 12 (H): 0.179, atom 13 (H): 0.163



[3]
Molecular formula: C10H11N5
Method: DFT, ωB97M-V with the def2-TZVPD basis set

Element x y z (Å)
C: 1.651 1.829 2.121
N: 0.690 2.488 1.611
C: -0.190 2.033 0.787
N: -0.428 2.633 -0.450
C: -0.177 1.891 -1.525
N: 0.167 0.633 -1.427
C: -0.097 -0.183 -0.248
C: -0.767 -1.447 -0.624
C: -2.133 -1.614 -0.965
N: -2.354 -2.870 -1.244
N: -1.224 -3.526 -1.111
C: -0.221 -2.721 -0.739
C: -0.570 0.610 0.950
C: 0.729 -0.169 1.042
C: 2.023 0.579 1.384
H: 2.158 2.177 3.011
H: -0.563 3.639 -0.522
H: -0.213 2.367 -2.500
H: 0.372 0.110 -2.275
H: -2.919 -0.887 -1.002
H: -1.189 -4.525 -1.281
H: 0.778 -3.074 -0.580
H: -1.451 0.345 1.515
H: 0.659 -1.109 1.579
H: 2.596 0.829 0.485
H: 2.671 -0.037 2.009

Output
LUMO energy = -10.2 eV
Strongest force on any atom = 1.92 eV/A
Charge = +2
Structure (SMILES) = C1=NC2=[NH+]C=[NH+][C@]3(c4cn[nH]c4)[C@H]2[C@@H]3C1
Calculated total energy = -660.724500 Eh

The molecule's natural (NBO) atomic charges, reported in e, are given here: atom 1 (C): 0.356, atom 2 (N): -0.320, atom 3 (C): 0.634, atom 4 (N): -0.576, atom 5 (C): 0.423, atom 6 (N): -0.478, atom 7 (C): 0.151, atom 8 (C): -0.259, atom 9 (C): -0.043, atom 10 (N): -0.185, atom 11 (N): -0.284, atom 12 (C): -0.002, atom 13 (C): -0.330, atom 14 (C): -0.200, atom 15 (C): -0.514, atom 16 (H): 0.270, atom 17 (H): 0.488, atom 18 (H): 0.281, atom 19 (H): 0.475, atom 20 (H): 0.228, atom 21 (H): 0.447, atom 22 (H): 0.239, atom 23 (H): 0.319, atom 24 (H): 0.296, atom 25 (H): 0.288, atom 26 (H): 0.297



[4]
Molecular formula: C4H21O7
Method: DFT, ωB97M-V with the def2-TZVPD basis set

Element x y z (Å)
O: -12.830 19.366 17.826
H: -12.766 20.318 17.725
H: -13.700 19.196 18.193
H: -12.130 19.084 18.420
C: -12.119 17.095 18.916
C: -11.140 18.072 19.435
C: -9.661 17.637 19.266
O: -11.452 19.489 19.188
H: -12.135 17.043 17.827
H: -13.123 17.308 19.281
H: -11.919 16.060 19.193
H: -11.288 17.866 20.495
H: -9.181 18.377 19.907
H: -9.369 17.642 18.216
H: -9.404 16.673 19.706
C: -13.646 21.847 17.953
O: -12.329 21.346 18.007
H: -14.011 22.447 18.787
H: -13.959 22.282 17.004
H: -14.282 20.968 18.058
O: -9.793 20.287 18.006
H: -10.430 20.099 18.695
H: -10.036 21.155 17.685
O: -10.792 21.765 16.959
H: -10.976 21.907 16.031
H: -11.609 21.419 17.316
O: -12.751 19.171 20.939
H: -13.563 18.699 20.752
H: -12.077 18.686 20.462
O: -14.344 18.986 18.955
H: -15.240 19.245 19.170
H: -14.195 18.190 19.465

Output
LUMO energy = 2.5 eV
Strongest force on any atom = 14.64 eV/A
Charge = -1
Calculated total energy = -691.092773 Eh

The molecule's natural (NBO) atomic charges, reported in e, are given here: atom 1 (O): -0.916, atom 2 (H): 0.455, atom 3 (H): 0.432, atom 4 (H): 0.452, atom 5 (C): -0.602, atom 6 (C): 0.015, atom 7 (C): -0.613, atom 8 (O): -0.735, atom 9 (H): 0.227, atom 10 (H): 0.122, atom 11 (H): 0.203, atom 12 (H): 0.130, atom 13 (H): 0.233, atom 14 (H): 0.227, atom 15 (H): 0.171, atom 16 (C): -0.250, atom 17 (O): -0.722, atom 18 (H): 0.154, atom 19 (H): 0.140, atom 20 (H): 0.104, atom 21 (O): -1.097, atom 22 (H): 0.452, atom 23 (H): 0.449, atom 24 (O): -0.980, atom 25 (H): 0.425, atom 26 (H): 0.432, atom 27 (O): -0.910, atom 28 (H): 0.392, atom 29 (H): 0.455, atom 30 (O): -0.811, atom 31 (H): 0.488, atom 32 (H): 0.477



> Which value of calculated total energy does entry 3 give?

-660.724500 Eh